Version P
A single C3H9N3O2 molecule, computed with ωB97M-V with the def2-TZVPD basis set.

Atoms and positions in Å:
O 0.3765 1.7088 1.1212
O 1.2807 -0.5120 1.9259
N -0.0777 0.3002 -0.8150
N 1.8281 -0.0436 0.6485
N -1.0721 -1.7984 -1.4118
C -0.8481 -0.8275 -0.3521
C -1.4798 0.5273 -0.4408
C 0.9037 0.9208 0.0714
H -2.1682 0.7271 -1.2523
H -0.3253 -2.4901 -1.4189
H -1.7366 1.0068 0.4963
H 0.5832 0.1481 2.1393
H -0.9880 -1.3166 -2.3086
H -0.7025 -1.2350 0.6425
H 1.1676 2.1698 1.4563
H 1.7677 -0.8773 0.0633
H 1.4906 1.5918 -0.5652

The calculation puts the HOMO energy at -0.339 hartree. Its SMILES is N[C@@H]1CN1[C@@H](O)NO. Its spin multiplicity is 1. Its molar mass is 119.124 g/mol. The gap between HOMO and LUMO is 9.894 eV. Its LUMO energy is 0.668 eV. As for the total charge: 0.

Version Q
2 unconnected molecules or ions with the total composition C3H9N3O2, computed with ωB97M-V with the def2-TZVPD basis set.

Atoms and positions in Å:
O -0.6060 0.2029 1.9128
O -2.3435 0.0615 0.5138
N 0.9732 -1.2154 -0.1790
N 0.7368 -0.6094 -1.2471
N -0.3504 -1.1409 -1.8366
C -0.9929 1.9999 0.3338
C -1.1766 0.6283 0.9021
C 2.2555 -0.8283 0.4067
H -0.2557 -1.2622 -2.8384
H -0.7845 -1.8846 -1.3004
H -1.4563 2.0636 -0.6543
H 0.0753 2.2112 0.2434
H -2.3827 -0.7590 1.0445
H 2.3220 0.2526 0.5649
H 3.0797 -1.1423 -0.2429
H -1.4567 2.7343 0.9958
H 2.3627 -1.3120 1.3811

The calculation puts the HOMO energy at -0.344 hartree. Its SMILES is C/N=N/N.CC(=O)O. Its spin multiplicity is 1. Its molar mass is 119.124 g/mol. The gap between HOMO and LUMO is 10.292 eV. Its LUMO energy is 0.926 eV. As for the total charge: 0.

version Q is the most stable structure; the next one sits 1.706 eV above it.

Version P
2 unconnected molecules or ions with the total composition C3H9N3O2, computed with ωB97M-V with the def2-TZVPD basis set.

Atoms and positions in Å:
O -2.7821 2.8660 1.0993
O -0.6788 2.7741 -0.4096
N -0.7547 1.8938 0.7681
N -0.5624 -0.2079 -0.0505
N -1.8556 2.0154 1.2909
C 0.3825 -0.9856 -0.3227
C 0.5659 -2.0238 -1.3950
C 1.5119 -0.9610 0.6609
H 1.3168 -0.6397 1.7164
H 2.2279 -0.1976 0.3029
H 1.1690 -2.9713 -1.1210
H -0.5024 -2.3411 -1.6994
H -2.1490 1.5297 2.1534
H 2.0144 -1.9585 0.4704
H -1.3359 -0.2509 -0.6964
H 0.2603 2.8083 -0.6096
H 1.1724 -1.3500 -2.1581

The calculation puts the HOMO energy at -0.314 hartree. Its SMILES is [O-]/[NH+]=N\O.CC(C)=N. Its spin multiplicity is 1. Its molar mass is 119.124 g/mol. The gap between HOMO and LUMO is 9.170 eV. Its LUMO energy is 0.638 eV. As for the total charge: 0.

Version Q
2 unconnected molecules or ions with the total composition C3H9N3O2, computed with ωB97M-V with the def2-TZVPD basis set.

Atoms and positions in Å:
O -0.0048 0.8663 0.4634
O 0.0266 -0.8527 -1.4485
N 1.9713 1.4923 -0.7853
N 1.9895 -0.6326 0.1819
N -2.1798 -0.7492 -0.8720
C 1.4070 0.5105 -0.2396
C -1.0041 -0.1567 -1.2265
C -0.3605 0.2045 1.6671
H -2.9982 -0.1815 -0.7111
H 0.0683 -0.7983 1.7674
H 1.4910 -1.4610 -0.1252
H -2.1294 -1.6494 -0.4177
H -0.0511 0.8123 2.5214
H -1.4493 0.0966 1.7124
H -1.1440 0.8204 -1.7082
H 2.9788 -0.6469 -0.0274
H 1.3888 2.3255 -0.7521

The calculation puts the HOMO energy at -0.344 hartree. Its SMILES is [H]/N=C(/N)OC.NC=O. Its spin multiplicity is 1. Its molar mass is 119.124 g/mol. The gap between HOMO and LUMO is 10.172 eV. Its LUMO energy is 0.805 eV. As for the total charge: 0.

version Q is the most stable structure; the next one sits 4.870 eV above it.

Version P
A molecular structure, C3H9N3O2, computed with ωB97M-V with the def2-TZVPD basis set.

Atoms and positions in Å:
O 2.1852 0.9192 -0.5598
O 2.0642 0.0816 1.4462
N 1.6592 0.2914 0.3248
N 0.2862 -1.9750 0.4442
N -0.0170 -0.6068 -1.4988
C -1.2131 1.6452 0.1363
C -0.8922 0.2357 0.6028
C 0.0918 -0.7081 -0.0901
H -2.1952 1.9469 0.0829
H -0.6250 2.3525 0.7560
H -0.9057 1.6976 -0.8824
H -1.8554 -0.4520 0.4855
H 0.4817 -1.3237 -2.0510
H 0.2284 0.3200 -1.8429
H -0.4903 0.1382 1.5624
H 0.4944 -2.6360 -0.2532
H 0.7029 -1.9268 1.3372

The calculation puts the HOMO energy at -0.321 hartree. Its spin multiplicity is 1. Its molar mass is 119.124 g/mol. The gap between HOMO and LUMO is 9.586 eV. Its LUMO energy is 0.838 eV. As for the total charge: 0.

Version Q
A single C3H9N3O2 molecule, computed with ωB97M-V with the def2-TZVPD basis set.

Atoms and positions in Å:
O -1.0772 -0.3944 1.3032
O 1.1720 -0.9873 -2.1583
N 0.7215 -0.0325 -0.1413
N 0.3911 -2.2902 -0.4734
N 0.3231 -0.2536 1.1668
C 0.7777 -1.1180 -1.0197
C 1.0883 1.2850 -0.6152
C -1.8658 0.7570 0.8145
H 1.7094 1.1671 -1.5012
H -1.8474 0.9020 -0.2701
H 0.0557 -2.3258 0.4751
H 1.6569 1.8131 0.1585
H 0.4759 -3.1202 -1.0224
H -2.8775 0.5030 1.1090
H -1.5343 1.6654 1.3337
H 0.2120 1.8858 -0.8988
H 0.6184 0.5436 1.7397

The calculation puts the HOMO energy at -0.332 hartree. Its SMILES is CONN(C)C(N)=O. Its spin multiplicity is 1. Its molar mass is 119.124 g/mol. The gap between HOMO and LUMO is 9.868 eV. Its LUMO energy is 0.827 eV. As for the total charge: 0.

version Q is the most stable structure; the next one sits 1.404 eV above it.

Version P
2 unconnected molecules or ions with the total composition C4H9N4, computed with ωB97M-V with the def2-TZVPD basis set.

Atoms and positions in Å:
N 1.2776 1.4801 0.1228
N -0.6564 2.0372 2.3647
N 0.1710 -0.3603 -1.1222
N 0.7362 -0.2715 -2.5227
C -1.6069 -1.3880 1.0094
C -0.6866 0.9021 2.0686
C -0.5649 -0.3960 1.5323
C 0.5673 0.3771 -0.1753
H -1.0231 -2.0011 0.2874
H 0.3081 -0.8854 1.8194
H 1.6617 0.4004 -2.4825
H -1.9432 -1.8018 1.8443
H 1.9487 2.0295 -0.4552
H 0.0284 0.0779 -3.2091
H 1.2212 1.9069 1.1040
H -2.4734 -0.8731 0.4679
H 1.0344 -1.2340 -2.6539

The calculation puts the HOMO energy at -0.498 hartree. Its spin multiplicity is 1. Its molar mass is 113.144 g/mol. The gap between HOMO and LUMO is 9.250 eV. Its LUMO energy is -4.295 eV. As for the total charge: +1.

Version Q
A gas-phase ion, C4H9N4 (charge +1), computed with ωB97M-V with the def2-TZVPD basis set.

Atoms and positions in Å:
N 1.0604 -0.1746 -0.0786
N -3.1909 -0.9084 -0.5675
N -1.3781 1.6413 0.6656
N -0.0104 -0.3260 0.7109
C 2.1696 -1.1249 0.1367
C 1.1983 0.7069 -1.0100
C -2.3707 -0.3551 0.1351
C -1.2437 0.2558 0.4448
H 2.6316 -1.1392 1.1898
H 0.0923 -1.0902 1.3410
H 1.6640 -2.0224 -0.3741
H 0.5136 1.2800 -1.5289
H -1.6727 2.1626 -0.1402
H -0.6795 2.0687 1.1974
H -4.0448 -1.2387 -0.3125
H 2.2734 0.8913 -1.2942
H 2.9876 -0.6272 -0.5154

The calculation puts the HOMO energy at -0.435 hartree. Its SMILES is C=[N+](C)NC(N)=C=N. Its spin multiplicity is 1. Its molar mass is 113.144 g/mol. The gap between HOMO and LUMO is 7.437 eV. Its LUMO energy is -4.410 eV. As for the total charge: +1.

version Q is the most stable structure; the next one sits 0.106 eV above it.